C18H49KN2O20S4V | ωB97M-V/def2-TZVPD

Results
* gap between HOMO and LUMO: 6.699 eV
* E_HOMO: -12.65 eV
* charge: +1
* LUMO energy: -5.95 eV

Atoms and positions in Å:
K -2.199 1.569 4.720
O 3.060 0.945 2.465
V 1.979 0.392 3.400
O 2.454 -1.016 3.842
C -2.211 0.516 1.423
C -0.694 0.290 1.603
C 0.134 1.175 0.674
O -0.207 0.267 2.927
H -2.370 0.408 0.350
H -2.532 1.528 1.695
H -2.798 -0.199 2.000
H -0.578 -0.739 1.228
H 0.051 2.228 0.982
H -0.277 1.223 -0.336
H 1.203 0.963 0.691
C -2.498 -3.014 3.664
O -1.916 -1.902 4.329
H -2.941 -3.688 4.393
H -3.258 -2.712 2.940
H -1.700 -3.540 3.135
H -1.244 -1.437 3.813
O 2.458 5.623 -0.917
S 3.742 5.134 -0.455
O 4.920 4.990 -1.258
O 4.171 6.148 0.765
C 3.090 6.580 1.610
C 2.575 7.967 1.168
C 3.503 3.643 0.504
H 3.556 6.661 2.593
H 2.242 5.903 1.691
H 2.537 8.744 1.933
H 1.538 7.846 0.854
H 3.166 8.413 0.372
H 2.699 3.763 1.232
H 4.390 3.434 1.097
H 3.237 2.803 -0.136
O 3.927 -2.854 -1.098
S 3.583 -1.718 -0.274
O 2.675 -0.688 -0.724
O 2.911 -2.275 1.120
C 1.890 -3.259 0.983
C 1.659 -4.100 2.216
C 5.099 -1.043 0.514
H 2.081 -3.961 0.170
H 0.965 -2.711 0.757
H 1.010 -4.917 1.914
H 1.310 -3.577 3.105
H 2.608 -4.563 2.500
H 5.118 -1.488 1.505
H 5.103 0.042 0.532
H 5.937 -1.436 -0.058
O -6.325 0.652 0.670
S -5.995 0.935 -0.710
O -7.016 1.370 -1.638
O -4.727 1.971 -0.762
C -4.449 2.645 -1.979
C -3.136 3.399 -1.788
C -5.209 -0.530 -1.377
H -5.237 3.334 -2.282
H -4.266 1.986 -2.833
H -3.231 4.231 -1.083
H -2.756 3.793 -2.728
H -2.376 2.795 -1.286
H -4.481 -0.908 -0.661
H -4.662 -0.174 -2.248
H -5.958 -1.287 -1.588
O 1.849 -6.240 -0.569
S 0.671 -6.507 -1.347
O -0.114 -7.703 -1.251
O -0.375 -5.260 -1.169
C -1.233 -5.329 -0.039
C -2.173 -4.143 -0.071
C 1.161 -6.171 -3.061
H -0.641 -5.256 0.875
H -1.814 -6.248 0.069
H -2.941 -4.168 0.699
H -2.619 -3.960 -1.047
H -1.510 -3.300 0.159
H 1.695 -7.004 -3.516
H 1.784 -5.281 -3.030
H 0.310 -6.025 -3.726
C -0.328 -1.493 -2.127
N -1.671 -1.092 -2.603
O -1.954 0.089 -2.615
O -2.441 -2.001 -2.846
H -0.412 -1.618 -1.045
H 0.448 -0.748 -2.269
H -0.137 -2.482 -2.531
C 0.867 3.201 -2.222
N 1.200 4.213 -3.264
O 0.284 4.647 -3.917
O 2.380 4.364 -3.478
H 1.598 2.400 -2.283
H -0.153 2.869 -2.390
H 0.939 3.670 -1.243

Atomic forces in eV per Å
-0.05 -0.48 -0.31
1.01 0.78 -0.91
-4.00 -1.38 -0.18
0.10 0.08 0.33
0.91 0.48 0.56
0.15 -0.85 -1.16
-0.50 1.18 0.48
2.37 0.90 1.44
-0.45 -0.06 0.07
0.03 0.12 -0.08
-0.02 -0.15 -0.16
0.18 -0.10 -0.04
-0.07 0.00 0.33
0.25 -0.55 -0.12
-0.10 -0.44 -0.31
0.72 0.07 -0.56
-0.29 0.77 0.78
0.03 0.16 0.13
-0.07 0.04 0.04
-0.20 -0.28 -0.08
-0.06 -0.36 -0.40
1.11 -0.79 0.08
0.13 1.23 1.12
-1.16 0.11 0.40
-0.46 -1.37 -0.99
0.39 1.78 0.54
-0.64 -0.03 0.07
-0.24 -0.22 0.26
-0.02 -0.13 0.03
0.26 -0.37 -0.33
0.25 -0.40 0.42
0.11 0.18 -0.43
-0.01 -0.38 -0.19
-0.16 0.32 -0.24
0.26 0.04 -0.40
0.20 0.09 -0.19
-0.43 1.22 0.41
0.06 -0.73 1.43
0.62 -0.29 -0.29
1.09 0.22 -0.44
-1.44 -0.19 -0.34
1.20 -0.01 0.25
-0.62 -0.61 -0.57
0.31 0.29 -0.14
-0.04 -0.08 -0.19
-0.18 0.03 0.25
-0.29 0.13 -0.20
-0.03 -0.08 -0.01
-0.03 0.17 0.04
-0.22 -0.04 -0.02
-0.06 0.08 -0.12
0.66 0.90 -0.98
-0.46 -0.73 -0.37
1.07 -0.07 0.92
-1.22 -0.94 0.89
1.17 0.86 -1.16
-0.01 0.39 0.96
0.31 0.72 0.14
-0.21 -0.13 0.33
-0.36 -0.52 0.31
-0.36 0.18 -0.23
0.00 -0.10 -0.03
-0.02 -0.45 -0.48
-0.11 0.08 0.15
-0.18 -0.39 -0.26
-0.08 0.16 -0.16
-0.67 -0.40 0.36
-0.24 0.65 -1.75
0.65 0.25 0.36
0.71 -0.59 -0.42
-1.01 -0.16 1.23
0.92 0.77 -0.11
-0.51 0.07 0.09
0.12 -0.08 -0.04
0.33 -0.26 -0.70
0.01 -0.30 0.01
-0.04 -0.22 0.00
-0.40 0.38 -0.10
0.25 -0.17 0.64
0.03 -0.05 -0.01
-0.27 0.17 0.43
0.31 -0.48 0.59
-0.12 -0.24 0.45
0.01 0.17 -0.08
0.05 0.35 -0.16
-0.23 0.03 0.00
-0.21 0.05 -0.51
0.26 0.17 -0.18
-0.33 0.10 0.54
0.42 -1.58 -0.28
-0.33 0.71 -0.03
0.10 0.51 -0.05
-0.04 0.00 -0.15
0.08 -0.08 -0.09
0.05 0.18 -0.11

In elementary charge units, the Löwdin charges are: 0.91, -0.27, 1.09, -0.25, -0.04, -0.56, -0.06, -0.37, 0.07, 0.08, 0.08, 0.11, 0.09, 0.07, 0.04, -0.13, -0.15, 0.09, 0.07, 0.07, 0.03, -0.29, 0.64, -0.24, -0.26, -0.27, -0.06, -0.13, 0.12, 0.10, 0.07, 0.07, 0.09, 0.05, 0.08, 0.06, -0.27, 0.66, -0.31, -0.29, -0.28, -0.05, -0.07, 0.09, 0.10, 0.06, 0.07, 0.10, 0.07, 0.06, 0.07, -0.30, 0.63, -0.27, -0.27, -0.28, -0.06, -0.12, 0.13, 0.12, 0.08, 0.09, 0.05, 0.06, 0.05, 0.08, -0.28, 0.64, -0.26, -0.26, -0.29, -0.06, -0.10, 0.09, 0.13, 0.08, 0.08, 0.05, 0.08, 0.06, 0.07, 0.05, -0.42, 0.06, 0.07, 0.07, 0.09, 0.10, 0.02, -0.44, 0.08, 0.07, 0.10, 0.07, 0.07



C18H50B2N6O5P2 | ωB97M-V/def2-TZVPD

Results
* gap between HOMO and LUMO: 7.815 eV
* E_HOMO: -8.09 eV
* SMILES: CN(C)P(=O)(N(C)C)N(C)C.CN(C)P(=O)(N(C)C)N(C)C.CB(O)BCCCCOC=O
* LUMO energy: -0.27 eV

Atoms and positions in Å:
C 2.553 4.569 2.916
B 3.064 3.115 3.336
O 2.280 2.043 2.939
B 4.469 2.776 4.167
C 4.652 2.799 5.740
C 5.091 1.402 6.310
C 4.505 1.088 7.708
C 4.500 2.295 8.685
O 3.198 2.911 8.710
C 2.374 2.382 9.637
O 2.194 1.234 9.834
H 1.771 4.970 3.579
H 2.139 4.552 1.895
H 3.379 5.298 2.941
H 1.426 2.379 2.623
H 5.448 2.508 3.524
H 5.508 3.474 5.934
H 3.802 3.204 6.302
H 4.806 0.583 5.637
H 6.186 1.384 6.396
H 3.512 0.636 7.647
H 5.160 0.329 8.168
H 4.854 2.012 9.684
H 5.242 3.009 8.303
H 1.801 3.119 10.233
O 0.086 2.943 0.099
P -0.535 2.448 -1.199
N 0.630 3.117 -2.291
C 0.675 4.524 -2.628
C 1.973 2.593 -2.083
N -1.998 3.328 -1.091
C -2.518 4.235 -2.088
C -2.432 3.742 0.238
N -1.285 1.536 -2.522
C -1.827 0.253 -2.022
C -0.665 1.300 -3.822
H 1.445 4.708 -3.383
H 0.881 5.166 -1.762
H -0.251 4.854 -3.097
H 1.953 1.497 -2.063
H 2.412 2.940 -1.140
H 2.636 2.881 -2.902
H -2.094 5.241 -1.980
H -3.605 4.325 -1.992
H -2.340 3.883 -3.104
H -1.912 4.647 0.575
H -2.255 2.954 0.967
H -3.508 3.938 0.246
H -1.027 -0.456 -1.795
H -2.501 -0.203 -2.745
H -2.405 0.418 -1.107
H 0.279 0.752 -3.750
H -0.498 2.234 -4.355
H -1.344 0.715 -4.448
O -2.125 -2.805 -2.889
P -2.219 -4.184 -3.524
N -3.857 -4.536 -3.093
C -4.253 -4.920 -1.753
C -4.813 -3.598 -3.664
N -1.044 -4.953 -2.550
C -1.244 -6.150 -1.763
C -0.035 -4.105 -1.925
N -2.165 -5.621 -4.568
C -1.283 -5.378 -5.729
C -3.340 -6.359 -5.023
H -5.320 -5.158 -1.727
H -4.056 -4.138 -1.009
H -3.761 -5.838 -1.436
H -4.644 -3.495 -4.743
H -4.734 -2.602 -3.213
H -5.836 -3.957 -3.538
H -1.672 -5.920 -0.781
H -0.290 -6.659 -1.594
H -1.881 -6.878 -2.266
H -0.414 -3.623 -1.015
H 0.298 -3.328 -2.611
H 0.850 -4.690 -1.664
H -1.745 -4.696 -6.449
H -1.036 -6.312 -6.236
H -0.339 -4.936 -5.398
H -4.027 -5.745 -5.612
H -3.878 -6.798 -4.186
H -3.023 -7.199 -5.648

Atomic forces in eV per Å
0.44 0.20 0.06
-0.93 -0.11 -0.50
-0.05 0.58 0.50
0.28 -0.04 0.42
0.43 -0.06 -0.06
-0.31 0.22 0.20
0.73 -0.14 0.38
0.49 -1.10 -1.31
0.51 0.72 1.02
-0.71 1.22 0.01
0.28 -1.69 0.28
0.15 -0.23 -0.06
0.07 -0.02 0.25
-0.28 -0.08 -0.07
0.20 -0.31 -0.38
0.10 -0.09 0.08
-0.35 0.01 -0.05
0.05 -0.19 -0.20
0.11 0.16 0.11
-0.23 -0.02 -0.21
0.11 0.27 0.03
-0.28 0.04 -0.18
-0.56 0.00 -0.07
-0.57 0.29 0.17
0.26 0.34 -0.58
-0.04 -3.32 0.60
-0.77 5.88 -2.56
0.37 -0.11 -0.91
-0.36 0.25 0.20
-0.14 -0.30 0.26
-0.34 -0.08 0.84
-0.29 -0.37 -0.50
0.31 0.09 0.22
0.88 -2.14 1.48
-0.52 0.16 0.19
0.49 0.10 -0.21
0.14 -0.18 0.14
0.03 0.11 0.00
-0.08 -0.03 0.16
0.01 0.02 0.10
0.05 -0.05 0.00
-0.14 0.06 -0.07
-0.01 0.01 0.01
0.02 -0.03 0.10
0.20 -0.07 0.06
-0.04 0.00 0.10
0.12 0.09 -0.01
0.02 0.02 -0.25
-0.11 -0.17 -0.15
0.12 0.01 -0.06
0.09 0.13 0.01
0.02 0.00 -0.15
0.16 0.05 0.24
-0.13 -0.15 0.34
0.73 0.65 -3.30
-1.44 -3.02 5.68
-0.76 -0.56 -0.30
0.37 -0.05 0.31
0.29 0.17 -0.26
0.73 0.52 0.01
0.04 -0.56 -0.41
-0.16 0.36 0.11
0.29 1.85 -2.05
0.47 -0.15 0.19
-0.53 0.09 0.03
-0.02 0.21 -0.17
-0.04 0.00 0.10
0.16 0.10 -0.01
0.03 0.08 0.03
-0.04 0.03 -0.04
0.07 -0.14 0.06
0.01 0.00 0.01
0.04 0.10 -0.02
-0.12 0.16 -0.08
0.09 0.06 0.01
-0.12 0.05 0.08
-0.15 -0.20 -0.01
0.02 -0.12 -0.13
-0.09 -0.02 0.06
-0.07 0.04 0.09
-0.10 -0.12 -0.02
-0.02 0.27 0.07
0.30 0.21 -0.07

In elementary charge units, the Löwdin charges are: -0.02, -0.44, 0.09, 0.01, -0.18, -0.20, -0.17, -0.17, -0.05, -0.36, 0.11, 0.07, 0.06, 0.06, 0.09, 0.07, 0.10, 0.09, 0.11, 0.11, 0.11, 0.11, 0.13, 0.12, 0.15, -0.32, 0.73, -0.36, -0.13, -0.14, -0.32, -0.14, -0.14, -0.28, -0.14, -0.13, 0.08, 0.09, 0.05, 0.08, 0.07, 0.08, 0.08, 0.08, 0.07, 0.08, 0.07, 0.08, 0.07, 0.06, 0.08, 0.08, 0.07, 0.09, -0.31, 0.73, -0.36, -0.12, -0.14, -0.32, -0.14, -0.14, -0.29, -0.14, -0.13, 0.08, 0.09, 0.05, 0.07, 0.08, 0.08, 0.08, 0.08, 0.07, 0.08, 0.07, 0.08, 0.08, 0.08, 0.08, 0.08, 0.08, 0.08



C18H50BrINO10 | ωB97M-V/def2-TZVPD

Results
* gap between HOMO and LUMO: 7.030 eV
* E_HOMO: -5.11 eV
* charge: -1
* LUMO energy: 1.92 eV

Atoms and positions in Å:
O 1.522 0.474 5.547
C 2.064 0.794 4.478
O 1.942 1.804 3.767
C 3.017 -0.311 3.958
I 5.095 0.383 4.076
N 2.684 -0.648 2.585
Br 3.093 -2.472 2.199
H 2.958 -1.174 4.601
H 3.319 -0.164 1.963
C -1.287 -0.280 3.315
C -1.511 -1.188 2.119
O -0.382 -1.202 1.253
H -1.068 0.735 2.983
H -2.167 -0.258 3.962
H -0.433 -0.615 3.907
H -2.352 -0.841 1.519
H -1.739 -2.210 2.457
H 0.364 -1.517 1.775
C -1.915 -6.004 1.649
C -1.334 -5.418 2.922
O -0.130 -4.702 2.674
H -1.191 -6.665 1.178
H -2.826 -6.570 1.853
H -2.154 -5.210 0.936
H -1.079 -6.210 3.625
H -2.062 -4.756 3.406
H -0.342 -3.990 2.059
C 1.225 2.987 0.662
C 1.747 4.200 -0.080
O 0.692 5.073 -0.498
H 0.527 2.430 0.034
H 2.034 2.323 0.963
H 0.693 3.284 1.566
H 2.272 3.902 -0.988
H 2.450 4.755 0.552
H 0.217 5.361 0.291
C 1.925 2.849 -3.814
C 2.464 4.076 -4.522
O 1.421 4.970 -4.907
H 1.222 2.314 -4.453
H 2.731 2.169 -3.534
H 1.390 3.144 -2.910
H 2.984 3.799 -5.439
H 3.174 4.605 -3.876
H 0.961 5.235 -4.104
C 0.102 -10.044 -1.052
C -0.504 -8.952 -0.192
O 0.054 -8.923 1.120
H -0.041 -11.019 -0.582
H -0.346 -10.056 -2.043
H 1.177 -9.889 -1.169
H -1.574 -9.113 -0.067
H -0.361 -7.976 -0.669
H 0.998 -8.760 1.036
C -0.524 8.860 2.435
C -0.022 7.628 1.708
O -1.078 6.984 0.991
H -1.319 8.593 3.131
H 0.277 9.349 2.991
H -0.935 9.581 1.724
H 0.370 6.894 2.411
H 0.778 7.895 1.010
H -1.420 7.619 0.353
C 0.799 -9.933 -6.203
C 0.229 -8.858 -5.295
O 0.832 -8.870 -4.005
H 0.667 -10.917 -5.753
H 0.311 -9.923 -7.178
H 1.870 -9.780 -6.354
H -0.835 -9.021 -5.132
H 0.355 -7.870 -5.750
H 1.774 -8.712 -4.118
C -4.088 8.817 -1.007
C -3.794 9.890 0.026
O -2.562 10.563 -0.231
H -3.283 8.082 -1.038
H -5.020 8.300 -0.781
H -4.171 9.255 -2.005
H -3.696 9.449 1.017
H -4.610 10.620 0.058
H -2.623 10.975 -1.098

Atomic forces in eV per Å
-0.16 -0.03 0.19
-0.16 0.50 0.06
0.10 -0.06 -0.12
0.10 -0.08 -0.52
0.05 -0.09 0.15
0.10 -0.53 0.32
0.05 0.07 -0.03
0.07 -0.13 0.07
-0.26 0.32 -0.17
0.01 -0.05 -0.09
0.14 0.11 0.19
-0.24 -0.35 -0.07
0.02 0.02 0.01
0.01 -0.02 0.01
-0.03 0.03 0.06
-0.01 -0.02 -0.06
-0.09 0.03 0.01
0.29 0.28 -0.01
0.04 0.05 -0.06
0.00 0.21 -0.13
-0.09 -0.13 0.00
0.01 -0.07 0.06
-0.01 0.01 0.00
-0.07 0.02 0.05
0.04 -0.01 0.03
-0.04 -0.08 0.05
0.12 0.09 -0.03
-0.11 0.01 -0.15
-0.19 0.04 0.20
0.25 -0.07 -0.12
0.04 -0.02 -0.03
-0.02 0.02 0.12
0.10 -0.04 0.09
0.03 0.05 -0.02
0.08 -0.05 -0.04
-0.20 0.06 -0.13
-0.09 0.03 -0.03
-0.12 0.08 0.17
0.05 -0.04 -0.06
0.03 -0.01 -0.05
0.00 0.01 0.03
0.03 -0.05 0.04
-0.01 0.04 -0.05
0.08 -0.07 -0.03
-0.02 0.00 0.02
-0.05 -0.13 0.20
0.30 0.05 -0.04
-0.15 -0.14 -0.03
-0.04 0.01 0.02
0.04 0.03 -0.05
0.00 0.05 -0.08
-0.02 0.03 0.08
-0.10 -0.02 -0.07
0.01 0.05 0.03
-0.12 0.07 0.01
-0.10 0.19 -0.14
0.06 -0.07 0.20
0.04 -0.04 0.04
0.03 -0.02 -0.01
0.06 0.02 -0.02
-0.03 -0.07 -0.02
0.07 -0.03 0.07
0.03 -0.01 -0.07
0.01 -0.04 0.09
0.22 0.04 -0.01
-0.09 -0.05 -0.12
-0.04 -0.01 -0.01
0.01 0.02 -0.01
0.00 0.03 -0.05
-0.02 0.02 0.04
-0.09 -0.01 -0.04
0.02 0.02 0.04
0.11 0.04 0.00
-0.01 0.07 -0.19
-0.01 -0.13 0.10
-0.02 -0.04 0.02
-0.01 0.00 0.00
-0.05 0.01 0.00
0.04 0.02 0.04
-0.04 -0.05 0.07
0.03 0.00 -0.03

In elementary charge units, the Löwdin charges are: -0.05, -0.85, -0.07, -0.76, 0.68, -0.46, 0.60, 0.04, -0.01, -0.07, -0.32, -0.10, 0.08, 0.07, 0.07, 0.11, 0.09, 0.02, -0.08, -0.32, -0.09, 0.04, 0.08, 0.08, 0.11, 0.10, 0.05, -0.08, -0.32, -0.11, 0.08, 0.07, 0.07, 0.09, 0.11, 0.04, -0.09, -0.33, -0.09, 0.08, 0.08, 0.06, 0.11, 0.11, 0.08, -0.10, -0.33, -0.09, 0.07, 0.06, 0.07, 0.11, 0.11, 0.08, -0.09, -0.31, -0.09, 0.08, 0.07, 0.06, 0.12, 0.11, 0.07, -0.10, -0.32, -0.09, 0.07, 0.07, 0.07, 0.11, 0.11, 0.08, -0.08, -0.32, -0.09, 0.07, 0.08, 0.07, 0.11, 0.11, 0.08